DFT (ωB97M-V/def2-TZVPD) results for C23H23BaOP2 as an isolated structure.

Each line ends with the Löwdin charge.
Geometry (Å):
H: 0.893 -1.057 3.214  0.11
C: 2.990 3.567 -2.184  -0.31
H: -0.126 1.906 1.492  0.04
P: -0.011 -0.875 0.430  0.82
C: 1.217 -4.441 3.138  -0.10
C: -3.295 1.561 2.655  -0.13
H: -2.175 -2.505 -0.701  0.08
H: -0.818 3.406 -3.199  -0.15
H: -1.874 3.000 -1.339  -0.15
C: 2.387 4.224 0.000  -0.37
H: -4.057 2.122 3.180  0.08
C: 0.876 -2.064 2.816  -0.07
O: 1.234 0.056 0.380  -0.55
P: -0.743 2.556 -2.068  0.24
C: -1.922 -2.518 -2.828  -0.12
H: 3.068 3.568 -3.273  0.09
C: -1.075 1.430 1.695  -0.13
H: 3.544 2.560 0.973  0.11
C: -3.540 0.241 2.266  -0.11
C: -1.316 0.105 1.297  -0.28
H: 0.812 -5.686 1.429  0.09
C: -1.572 -2.154 -1.527  -0.14
Ba: 1.227 2.445 -0.947  1.50
H: 1.498 -5.270 3.775  0.09
C: -2.063 2.155 2.369  -0.11
H: -1.424 -2.360 -4.916  0.08
C: -2.554 -0.485 1.590  -0.11
C: 0.830 -4.675 1.815  -0.09
C: -0.450 -1.345 -1.295  -0.31
C: -0.029 -1.274 -3.683  -0.12
C: 1.241 -3.136 3.638  -0.09
H: -1.244 1.350 -2.614  -0.11
H: -2.756 -1.508 1.306  0.08
H: -2.790 -3.142 -3.000  0.09
H: -4.492 -0.220 2.493  0.09
C: -1.151 -2.078 -3.908  -0.14
H: 1.539 -2.955 4.663  0.09
C: 3.181 3.035 0.059  -0.39
H: 1.580 5.314 -1.793  0.10
H: 0.567 -0.935 -4.520  0.08
C: 0.486 -2.295 1.490  -0.25
C: 3.618 2.687 -1.301  -0.31
C: 2.153 4.477 -1.388  -0.41
C: 0.323 -0.908 -2.380  -0.16
H: 1.194 -0.287 -2.221  0.05
H: -1.871 3.176 2.674  0.08
H: 4.284 1.863 -1.560  0.10
H: 1.976 4.778 0.844  0.09
H: 0.165 -3.804 -0.028  0.09
C: 0.464 -3.605 0.991  -0.08

## Properties
Orbital gap (spin up / spin down) in eV: 2.41 / 2.41
HOMO (spin up / spin down) in eV: 0.01 / 0.02
Net charge: -1
Molar mass in g/mol: 514.7
Energy above the lowest of the compared OMol25 structures with the same formula, charge and spin in eV: 8.447